# 1
Entry from the Open Molecules 2025 dataset: a structure of composition C31H68Cl2O20P2 at a distorted geometry (ωB97M-V with the def2-TZVPD basis set).

Structure (XYZ):
```
123
Properties=species:S:1:pos:R:3:forces:R:3
C 0.734025 0.226960 -0.070769 -0.56 0.01 0.08
Cl 2.246195 -0.681157 -0.167587 -0.07 0.48 0.00
Cl 0.737695 1.543561 1.160483 0.10 -0.56 -0.30
H 0.469388 0.724133 -0.996938 0.54 -0.12 -0.23
H -0.045057 -0.503951 0.137801 0.08 0.19 0.36
C 1.950669 0.327549 4.194820 1.06 -0.09 0.00
O 0.710713 0.394959 4.897599 0.93 0.77 -0.19
P -0.484313 -0.498418 4.466608 0.87 -0.11 1.19
O -0.140674 -1.732267 3.791793 0.38 -1.14 -0.62
O -1.231446 -0.636366 5.835216 -0.89 0.42 -0.29
C -0.968939 -1.749014 6.622535 0.77 -1.30 1.26
O -1.429495 0.441475 3.702971 0.74 2.06 -0.26
C -2.380075 -0.242271 2.990730 -2.71 -1.28 -0.16
H 2.744199 0.433939 4.935540 -0.11 -0.08 0.04
H 2.097717 1.113206 3.456221 -0.48 0.17 0.13
H 2.076389 -0.623034 3.676062 -0.18 -0.07 0.12
H -0.581227 -1.417490 7.590332 -0.17 -0.02 -0.05
H -0.213547 -2.413293 6.184452 -0.16 0.17 -0.07
H -1.867412 -2.342587 6.774285 -0.16 0.12 0.00
H -2.187488 -0.295814 1.930949 0.25 0.18 -0.31
H -3.350921 0.214564 3.189441 0.02 0.23 -0.33
H -2.475955 -1.260453 3.389937 -0.05 -0.02 -0.45
C 0.016013 3.719653 3.996922 0.86 0.69 -0.47
O -0.521854 4.976087 4.507541 -0.58 -1.74 -1.23
P 0.298036 5.851593 5.482621 -0.39 -0.28 0.37
O 1.549655 6.366063 5.007426 1.88 0.50 -0.36
O -0.698763 6.987723 5.824512 -1.09 0.88 0.19
C -2.052941 6.667450 6.155022 -0.39 -0.16 0.45
O 0.332145 4.933048 6.764181 0.35 -0.42 0.44
C 1.210607 5.291138 7.838507 -0.54 -0.11 0.45
H -0.484710 2.861943 4.423808 -0.19 0.06 0.19
H 1.104481 3.663118 4.163232 -0.39 0.03 0.33
H -0.071473 3.721141 2.905667 -0.43 0.11 0.24
H -2.241418 6.892718 7.209148 0.15 0.12 -0.15
H -2.283997 5.608962 6.004532 0.15 0.17 -0.10
H -2.715457 7.263823 5.534526 0.05 0.07 -0.05
H 1.817874 6.149838 7.582889 0.23 0.07 -0.07
H 1.818668 4.427992 8.079720 0.23 -0.06 -0.08
H 0.595621 5.519948 8.715214 0.09 0.06 -0.15
O -3.359705 -0.277818 -4.001770 -3.52 2.20 0.58
C -2.349889 -0.860374 -4.037095 2.46 -0.33 0.18
O -2.203196 -1.994761 -4.681249 -0.19 -2.03 -0.77
C -3.400209 -2.531384 -5.308998 -0.18 -1.03 0.33
C -4.058911 -3.713292 -4.521946 0.71 0.72 -0.21
C -1.071005 -0.377857 -3.462023 0.54 0.52 -0.08
H -3.062582 -2.915354 -6.267159 0.10 0.13 -0.08
H -4.105601 -1.722401 -5.448065 -0.05 0.04 -0.12
H -4.506363 -4.411922 -5.237534 -0.09 0.24 0.19
H -4.797127 -3.366573 -3.800583 -0.08 0.02 -0.12
H -3.309225 -4.268491 -3.955934 0.11 0.02 -0.11
H -0.898635 0.655294 -3.779625 -0.21 -0.15 -0.09
H -0.238940 -0.961855 -3.829188 0.07 -0.09 0.31
H -1.108939 -0.328677 -2.375541 0.02 -0.41 -0.03
O -0.425056 -2.556058 -0.795757 -1.37 1.91 -0.51
C 0.275966 -3.506764 -0.725530 1.17 -0.33 1.32
O 0.798234 -4.121998 -1.748334 0.57 -1.22 -1.32
C 0.500928 -3.674672 -3.060824 -0.61 0.85 -1.28
C 1.586080 -2.768534 -3.621603 0.83 -1.79 0.18
C 0.796082 -4.067990 0.545895 0.59 -1.24 -0.19
H -0.452096 -3.141338 -3.139194 0.03 -0.18 0.59
H 0.384390 -4.544050 -3.704220 0.18 -0.29 0.24
H 1.370591 -2.555461 -4.665178 -0.21 0.49 0.05
H 2.515108 -3.369473 -3.653678 -0.17 0.34 0.10
H 1.763322 -1.912563 -2.995420 -0.10 0.55 -0.07
H 1.880407 -3.910308 0.550759 -0.16 0.26 0.19
H 0.703243 -5.164745 0.512390 -0.19 0.30 0.19
H 0.313550 -3.648032 1.406203 -0.14 0.23 0.38
O -4.127873 -5.072797 -0.408178 -3.23 0.21 -4.19
C -3.424948 -5.152155 0.503275 2.46 -0.22 2.74
O -2.843128 -4.095186 1.062617 0.83 1.62 0.25
C -2.921773 -2.789202 0.364977 -0.21 -0.15 0.11
C -4.223553 -2.040736 0.582942 0.44 -0.28 0.03
C -3.038460 -6.441305 1.151858 0.35 -0.06 0.90
H -2.690945 -2.893178 -0.699477 -0.24 -0.39 0.27
H -2.108150 -2.187450 0.776286 -0.07 -0.53 0.17
H -4.424572 -2.029242 1.653886 -0.26 0.19 0.00
H -5.049550 -2.480836 0.040273 -0.19 -0.15 0.01
H -4.074345 -1.020129 0.210849 -0.12 -0.08 0.17
H -3.888058 -6.829783 1.714252 -0.01 -0.05 -0.08
H -2.206420 -6.298264 1.841574 -0.08 -0.02 -0.01
H -2.751080 -7.165802 0.402413 -0.10 -0.10 -0.25
O 7.393793 -1.355969 0.472822 10.47 -4.78 -0.29
C 6.411195 -0.839902 0.531402 -5.56 5.37 1.03
O 5.326721 -1.372827 0.137357 -4.48 -1.94 -1.20
C 5.362611 -2.750750 -0.226683 -0.09 -1.64 0.21
C 5.079038 -2.933876 -1.717412 0.34 1.10 0.46
C 6.201585 0.515933 1.062355 -0.51 1.10 1.31
H 4.625860 -3.299144 0.392228 -0.17 0.64 -0.36
H 6.297355 -3.233467 0.103900 -0.07 0.60 -0.51
H 5.121924 -3.972358 -2.014252 -0.13 -0.24 -0.01
H 5.814765 -2.363458 -2.297019 0.03 -0.23 0.07
H 4.114281 -2.480266 -1.946077 -0.13 -0.29 -0.07
H 6.243201 1.282871 0.299058 0.10 0.06 -0.21
H 6.967258 0.688845 1.815124 0.16 0.22 -0.17
H 5.237537 0.596783 1.573606 0.02 0.01 -0.26
O -4.468225 5.119920 -2.002667 -0.82 0.00 -0.30
C -3.274830 5.194356 -2.005687 0.07 1.09 0.31
O -2.478371 4.190414 -1.708231 0.84 -0.37 -0.09
C -3.143121 2.960863 -1.556949 -0.69 -0.66 0.14
C -2.132279 1.972860 -1.090338 1.06 -0.19 0.02
C -2.459862 6.414886 -2.235773 0.18 0.34 -0.26
H -3.583526 2.677979 -2.516167 0.03 -0.11 0.03
H -3.970746 3.082713 -0.855418 0.06 -0.07 0.04
H -1.280400 1.944408 -1.789915 -0.47 -0.19 -0.06
H -2.585079 0.986985 -1.008806 0.11 -0.12 0.02
H -1.649175 2.258576 -0.151266 -0.49 0.00 0.15
H -3.092518 7.279343 -2.348101 -0.20 0.23 0.00
H -1.865826 6.286645 -3.142091 0.08 0.02 0.09
H -1.790341 6.540610 -1.388164 0.13 0.09 -0.05
O 1.651733 0.410354 -3.817095 -1.62 -4.31 3.20
C 1.919680 1.372984 -4.392838 0.39 4.29 -0.77
O 2.757981 1.358084 -5.382055 1.35 0.25 -2.32
C 3.183478 0.042974 -5.805097 1.01 0.09 -0.47
C 4.128364 0.225787 -7.015238 -0.47 -0.06 0.70
C 1.360113 2.753565 -4.101086 -0.13 -0.33 -1.14
H 2.313752 -0.567867 -6.047666 -0.04 0.11 -0.01
H 3.702857 -0.427857 -4.964479 -0.08 -0.01 -0.14
H 4.500154 -0.735044 -7.372053 -0.18 -0.08 0.08
H 5.002924 0.808302 -6.725785 -0.10 0.13 -0.02
H 3.606081 0.721382 -7.833223 0.06 0.04 0.03
H 0.807563 2.716616 -3.184721 -0.23 0.10 0.51
H 0.673564 2.986731 -4.933800 0.16 0.03 0.35
H 2.118472 3.528038 -4.095976 0.17 -0.02 0.09
```
Positions in Å, forces in eV/Å.

Computed properties:
Energy above the lowest of the compared OMol25 structures with the same formula, charge and spin = 126.3 kJ/mol

Atomic partial charges in e from the Mulliken method, atoms 1 to 2: atom 1 (C): 1.29, atom 2 (Cl): 0.09

=====

# 2
Entry from the Open Molecules 2025 dataset: a cluster of 9 separate species, C41H71BBr3ClN2O14P2S in total at a distorted geometry (ωB97M-V with the def2-TZVPD basis set).

Structure (XYZ):
```
136
Properties=species:S:1:pos:R:3:forces:R:3
C -1.129688 -1.892046 -6.372802 0.08 0.62 -0.25
C -1.022790 -0.642939 -5.480068 -0.60 -1.13 -0.34
Br 0.834822 -0.436384 -4.929644 0.12 0.33 -0.06
C -1.860771 -0.826924 -4.216323 0.09 0.58 -0.17
Br -3.770646 -0.823315 -4.657373 0.07 0.01 0.04
C -1.609058 0.162470 -3.103812 -0.23 0.02 0.03
C -1.730765 1.546073 -3.259605 0.11 0.12 0.13
Cl -2.228610 2.210393 -4.794705 0.02 -0.09 -0.03
C -1.453805 2.465293 -2.241268 -0.19 -0.32 0.05
C -1.571017 3.945152 -2.465073 0.31 0.30 0.45
C -0.203466 4.633774 -2.675847 -0.46 -0.26 -0.61
C 0.835238 3.769574 -3.416412 0.44 1.16 0.92
S 2.140294 3.155597 -2.286325 0.02 -0.70 -0.07
C -1.046605 1.964985 -0.996033 -0.33 -0.43 0.55
P -0.667152 3.177846 0.322976 0.74 1.52 -0.53
P -2.377359 3.159848 1.683106 0.04 -1.62 -0.43
O -3.482512 2.350762 1.165813 -0.35 0.14 0.07
O -2.755900 4.700183 1.847428 0.02 0.30 0.24
O -1.860549 2.680745 3.120142 0.11 0.56 -0.02
C -0.922466 0.588305 -0.809028 0.06 0.19 -0.28
C -1.202577 -0.294514 -1.848575 0.01 0.12 -0.09
C -1.050224 -1.739803 -1.537359 0.22 -0.11 0.20
O -1.748324 -2.609783 -1.989223 -0.36 -0.41 -0.34
C 0.037961 -2.088815 -0.587101 -0.05 0.34 -0.02
C 0.698156 -3.290047 -0.716531 0.02 -0.17 0.07
C 1.695317 -3.643571 0.176127 -0.05 0.18 0.18
C 2.331121 -4.963440 -0.003363 0.32 -0.25 0.10
C 3.034140 -5.257957 -1.157517 -0.11 0.30 0.04
C 3.603525 -6.505638 -1.315896 0.37 -0.47 -0.39
N 3.517372 -7.511395 -0.444430 -0.34 0.99 0.08
C 2.825724 -7.191871 0.655948 0.05 -1.07 0.52
C 2.241144 -5.980893 0.940320 -0.10 0.40 -0.29
C 2.034829 -2.739994 1.190559 -0.19 -0.01 -0.18
Br 3.417081 -3.264485 2.388224 -0.08 0.06 0.00
C 1.383398 -1.507927 1.342543 0.07 0.23 0.59
B 1.866432 -0.500829 2.506728 0.49 0.04 -0.19
N 3.232272 -0.063348 2.531964 -1.10 0.43 -0.43
O 1.048469 -0.035180 3.494282 0.02 -0.31 0.29
C 0.348226 -1.205800 0.438816 0.64 -0.60 -0.03
C -0.479895 0.016984 0.503965 0.02 -0.05 -0.85
O -0.807195 0.529790 1.535162 -0.22 0.18 1.10
H -2.122423 -2.325340 -6.311024 -0.12 -0.16 0.15
H -0.356993 -2.615469 -6.147411 -0.04 -0.24 0.17
H -1.008255 -1.577143 -7.405511 0.18 -0.09 -0.16
H -1.342658 0.197684 -6.071102 0.29 0.47 0.17
H -1.683057 -1.832504 -3.883882 -0.04 -0.15 0.26
H -2.219885 4.194354 -3.289125 -0.17 -0.24 -0.22
H -2.029656 4.382977 -1.580978 -0.10 0.09 0.08
H 0.162000 4.990798 -1.723492 0.27 -0.06 0.18
H -0.381914 5.522442 -3.277823 -0.06 0.13 -0.05
H 1.337581 4.413377 -4.126405 0.06 -0.13 -0.38
H 0.400376 2.922058 -3.929592 0.08 -0.21 -0.05
H 2.200311 4.171302 -1.414198 -0.19 0.21 -0.17
H 0.357598 2.552188 1.051197 -0.24 -0.20 0.14
H -3.719085 4.787548 1.807093 -0.04 0.10 -0.07
H -0.938413 2.944778 3.241529 0.03 -0.16 0.27
H 0.434814 -3.983061 -1.501049 -0.15 0.02 -0.17
H 3.132381 -4.520965 -1.937781 0.06 0.09 -0.13
H 4.161593 -6.699219 -2.221489 0.05 -0.12 -0.10
H 2.723477 -7.979787 1.392085 0.08 -0.12 0.05
H 1.729225 -5.832544 1.875663 -0.11 -0.02 0.14
H 3.395916 0.657712 3.222045 0.28 0.07 -0.07
H 3.542314 0.229688 1.613196 0.52 -0.22 0.16
H 0.157271 -0.388742 3.424039 -0.17 0.18 -0.02
C 5.992288 -7.559572 3.209351 -0.04 0.05 -0.02
C 5.443461 -8.716439 4.022375 0.09 -0.06 -0.29
O 4.399884 -9.389227 3.321273 -0.08 0.05 0.13
H 5.196590 -6.850748 2.974979 0.00 0.02 0.04
H 6.784546 -7.034530 3.745536 0.00 -0.02 0.00
H 6.398101 -7.918258 2.260561 0.06 0.00 0.02
H 5.015861 -8.360897 4.958413 -0.08 -0.06 0.00
H 6.238594 -9.431020 4.260464 0.03 0.07 0.10
H 4.770340 -9.717510 2.496066 -0.04 -0.01 -0.03
C -5.153055 5.331136 -4.368440 -0.05 0.00 -0.05
C -6.000477 4.153303 -3.920811 0.26 -0.10 -0.02
O -5.784981 3.007404 -4.736783 -0.12 0.09 -0.04
H -5.371484 5.581677 -5.406970 -0.04 0.01 0.01
H -5.339825 6.209879 -3.748548 0.02 -0.01 0.01
H -4.090680 5.086253 -4.308870 0.03 0.01 0.06
H -7.058492 4.397467 -4.002201 -0.03 -0.07 -0.01
H -5.789802 3.900547 -2.875386 -0.06 0.10 0.03
H -4.858462 2.756764 -4.657054 0.00 -0.09 0.00
C 4.771866 6.496355 -1.852498 -0.03 -0.04 0.01
C 3.507260 7.330446 -1.936268 0.17 -0.02 0.31
O 2.643387 7.066633 -0.830146 -0.13 -0.07 -0.20
H 4.519265 5.436430 -1.821116 0.00 -0.02 -0.09
H 5.423456 6.679031 -2.708209 0.01 0.00 0.02
H 5.327583 6.725186 -0.939918 0.03 0.08 -0.04
H 2.945500 7.086430 -2.836863 -0.08 -0.01 0.04
H 3.747420 8.398283 -1.964168 0.01 0.00 -0.11
H 3.121003 7.287410 -0.025197 -0.01 -0.01 0.03
C -7.217054 -2.637567 -6.402968 0.06 0.03 0.04
C -6.083416 -2.833427 -7.392879 -0.05 -0.20 0.16
O -4.886314 -3.258919 -6.746194 0.02 0.06 -0.14
H -6.937701 -1.905255 -5.644775 -0.01 0.04 -0.03
H -8.122003 -2.293050 -6.905335 -0.01 -0.02 0.00
H -7.444299 -3.573235 -5.886497 -0.05 -0.02 -0.05
H -5.847238 -1.895080 -7.892358 0.08 0.00 0.00
H -6.364801 -3.565490 -8.157558 -0.05 0.08 -0.06
H -5.069481 -4.094280 -6.305981 0.02 0.00 0.04
C -1.134457 -8.333944 -2.150485 -0.02 0.07 -0.04
C 0.275982 -8.077912 -2.648375 -0.04 0.05 0.25
O 0.625249 -6.698560 -2.557059 -0.08 0.00 -0.15
H -1.851850 -7.743154 -2.720926 0.01 -0.02 -0.03
H -1.397321 -9.388940 -2.240825 0.01 0.00 0.02
H -1.231049 -8.043527 -1.101455 0.02 -0.07 0.02
H 0.366446 -8.350756 -3.698610 0.05 0.06 -0.03
H 0.998046 -8.671821 -2.077554 -0.01 -0.07 -0.07
H 0.565024 -6.445578 -1.629935 0.05 -0.03 0.04
C -2.131841 6.980427 5.339757 -0.04 0.00 -0.02
C -2.791906 5.790619 6.013112 0.08 -0.06 -0.23
O -3.780699 5.194271 5.180034 -0.05 0.11 0.11
H -2.879007 7.729704 5.076886 -0.01 0.01 0.04
H -1.388745 7.440276 5.993537 0.01 -0.01 -0.01
H -1.636352 6.673791 4.414980 0.05 -0.01 0.03
H -3.300362 6.099847 6.924803 -0.05 -0.04 0.01
H -2.041679 5.038050 6.281758 0.03 0.05 0.10
H -3.339788 4.907157 4.375338 0.04 -0.09 -0.08
C 1.964344 3.687907 6.188860 0.01 0.00 -0.07
C 1.926860 4.146101 4.744499 -0.02 -0.29 0.09
O 2.515588 3.179173 3.874098 -0.05 0.08 -0.10
H 2.991482 3.499580 6.501434 0.01 0.05 0.00
H 1.527771 4.435736 6.852314 -0.02 -0.02 0.01
H 1.413289 2.755043 6.314434 -0.04 0.03 0.05
H 2.491518 5.067252 4.611238 0.01 0.00 -0.08
H 0.891036 4.334880 4.432775 0.00 0.14 0.03
H 2.017863 2.360323 3.974629 -0.04 -0.12 0.02
C 2.676683 -0.663116 8.527793 0.01 0.06 -0.06
C 2.089950 0.484481 9.329281 -0.17 -0.16 -0.14
O 1.262109 1.321088 8.524221 0.09 0.04 0.05
H 3.258732 -0.281085 7.688438 0.03 0.01 0.03
H 3.323069 -1.285537 9.148144 -0.02 -0.01 0.00
H 1.883681 -1.292488 8.117038 0.00 -0.04 0.06
H 2.881728 1.120141 9.722024 -0.04 0.07 0.00
H 1.508324 0.102791 10.174882 0.09 0.00 0.07
H 0.546771 0.778643 8.178119 -0.02 0.01 0.00
```
Positions in Å, forces in eV/Å.

Computed properties:
SMILES = C[C@H](Br)[C@H](Br)c1c(Cl)c(CCCS)c(PP(=O)(O)O)c2c1C(=O)c1cc(-c3ccncc3)c(Br)c(B(N)O)c1C2=O.CCO.CCO.CCO.CCO.CCO.CCO.CCO.CCO

Atomic partial charges in e from the Mulliken method, atoms 1 to 2: atom 1 (C): -1.21, atom 2 (C): 0.17

=====

Record order is preserved below.
E_LUMO: 0.439; -1.143 eV